(1)
Molecular formula: C5H6O
Method: DFT, the ωB97M-V functional and the def2-TZVPD basis

DFT total energy in eV: -7325.860
Frontier orbital gap in eV: 9.43
SMILES: C1=C[C@@H]2C[C@@H]2O1
ΔE to the lowest compared entry with this formula, charge and spin in eV: 3.425
HOMO energy in eV: -8.31
Total charge: 0
Maximum force in eV Å⁻¹: 5.68

Each line ends with the Löwdin charge.
CARTESIAN COORDINATES (ANGSTROEM)
C (1.3526, -0.0588, 0.2875)  -0.108
C (0.7477, 1.0410, -0.0098)  -0.081
C (-0.5914, 0.8687, -0.4497)  -0.110
C (-1.3085, -0.0074, 0.6336)  -0.077
C (-0.6502, -0.6324, -0.4076)  -0.367
O (0.5942, -1.0816, -0.1444)  -0.005
H (2.3445, -0.4301, 0.3243)  0.132
H (1.1212, 1.9335, 0.1250)  0.068
H (-1.2961, 1.4462, -0.9559)  0.118
H (-2.4553, -0.3354, 0.9169)  0.172
H (-0.6278, -0.0076, 1.5164)  0.120
H (-1.1410, -1.2207, -1.0955)  0.138

Cartesian forces (eV/Å) of the 2 atoms listed first:
C 0.696 -2.179 -1.617
C -0.571 1.076 -0.087


(2)
Molecular formula: C5H6O
Method: DFT, the ωB97M-V functional and the def2-TZVPD basis

DFT total energy in eV: -7324.544
Frontier orbital gap (alpha / beta) in eV: 7.70 / 7.70
ΔE to the lowest compared entry with this formula, charge and spin in eV: 4.741
HOMO energy (alpha / beta) in eV: -6.90 / -6.90
Total charge: 0
Maximum force in eV Å⁻¹: 3.34

Each line ends with the Löwdin charge.
CARTESIAN COORDINATES (ANGSTROEM)
C (0.4868, -0.6304, -1.3198)  0.018
C (-0.0748, -0.4911, 0.0176)  -0.380
C (0.5504, -0.4542, 1.2750)  -0.037
C (-0.0997, 0.8017, 1.3485)  -0.111
C (-1.2430, 0.8578, 0.5931)  -0.133
O (-1.4462, -0.4204, 0.0281)  0.000
H (0.9294, -1.6180, -1.4800)  0.105
H (1.3021, 0.0639, -1.5403)  0.104
H (-0.2996, -0.4923, -2.0667)  0.098
H (1.6052, -0.6046, 1.4485)  0.092
H (0.3688, 1.6989, 1.7237)  0.127
H (-1.7115, 1.6366, 0.0179)  0.116

Cartesian forces (eV/Å) of the 2 atoms listed first:
C 0.510 -0.102 -1.618
C 1.075 -3.100 0.620


(3)
Molecular formula: C5H6O
Method: DFT, the ωB97M-V functional and the def2-TZVPD basis

DFT total energy in eV: -7326.606
Frontier orbital gap in eV: 9.98
SMILES: C=C=C(C)C=O
ΔE to the lowest compared entry with this formula, charge and spin in eV: 2.679
HOMO energy in eV: -9.43
Total charge: 0
Maximum force in eV Å⁻¹: 0.77

Each line ends with the Löwdin charge.
CARTESIAN COORDINATES (ANGSTROEM)
C (-1.4395, 1.3259, 0.8264)  0.022
C (-0.2766, 0.7260, 0.6663)  -0.076
C (0.4140, -0.1404, -0.0240)  -0.212
C (1.8114, -0.7090, 0.0101)  -0.044
C (-0.8113, -0.5071, -0.9112)  -0.265
O (-1.5329, -1.4520, -0.7210)  0.053
H (-1.6457, 2.2908, 0.3751)  0.071
H (-2.2382, 0.8257, 1.3706)  0.082
H (2.2804, -0.5865, 0.9925)  0.079
H (2.4674, -0.2181, -0.7221)  0.079
H (1.8092, -1.7773, -0.2284)  0.080
H (-1.0472, 0.2897, -1.6468)  0.132

Cartesian forces (eV/Å) of the 2 atoms listed first:
C 0.229 0.207 0.309
C -0.154 0.076 -0.075


(4)
Molecular formula: C5H6O
Method: DFT, the ωB97M-V functional and the def2-TZVPD basis

DFT total energy in eV: -7326.399
Frontier orbital gap in eV: 8.70
SMILES: CC=C=C=CO
ΔE to the lowest compared entry with this formula, charge and spin in eV: 2.885
HOMO energy in eV: -8.17
Total charge: 0
Maximum force in eV Å⁻¹: 0.43

Each line ends with the Löwdin charge.
CARTESIAN COORDINATES (ANGSTROEM)
C (-1.7920, 0.3352, -0.5883)  -0.107
C (-0.9248, -0.8893, -0.7723)  -0.157
C (0.3610, -0.8025, -0.5231)  -0.069
C (1.5579, -0.5714, -0.1402)  -0.014
C (2.2870, -0.0216, 0.8213)  -0.197
O (1.7926, 1.0205, 1.5345)  0.018
H (-1.1712, 1.2328, -0.4880)  0.072
H (-2.4313, 0.4775, -1.4657)  0.071
H (-2.4410, 0.2706, 0.2929)  0.072
H (-1.3779, -1.8139, -1.1127)  0.097
H (3.2961, -0.2803, 1.1168)  0.112
H (0.8436, 1.0423, 1.3248)  0.102

Cartesian forces (eV/Å) of the 2 atoms listed first:
C -0.086 0.082 0.004
C 0.141 -0.049 -0.058


(5)
Molecular formula: C5H6O
Method: DFT, the ωB97M-V functional and the def2-TZVPD basis

DFT total energy in eV: -7323.367
Frontier orbital gap (alpha / beta) in eV: 5.81 / 8.41
ΔE to the lowest compared entry with this formula, charge and spin in eV: 5.918
HOMO energy (alpha / beta) in eV: -7.69 / -9.06
Total charge: 0
Maximum force in eV Å⁻¹: 2.56

Each line ends with the Löwdin charge.
CARTESIAN COORDINATES (ANGSTROEM)
C (-1.8283, -0.0478, -0.3792)  -0.099
C (-0.4306, 0.3331, -0.0431)  -0.020
C (0.8485, -0.1557, -0.7754)  -0.446
O (0.3317, -0.1166, -1.8828)  0.107
C (2.1633, -0.2346, -0.2245)  -0.030
C (2.0215, -0.2681, 1.1000)  -0.022
H (-2.4841, 0.2480, 0.4490)  0.087
H (-1.9516, -1.1089, -0.6016)  0.085
H (-2.1625, 0.5351, -1.2480)  0.090
H (0.9840, -0.1988, 1.5525)  0.071
H (-0.3285, 1.3880, 0.2353)  0.117
H (2.8365, -0.3736, 1.8177)  0.058

Cartesian forces (eV/Å) of the 2 atoms listed first:
C 0.076 -0.034 -0.165
C 0.389 0.174 0.928


(6)
Molecular formula: C5H6O
Method: DFT, the ωB97M-V functional and the def2-TZVPD basis

DFT total energy in eV: -7322.136
Frontier orbital gap in eV: 8.90
ΔE to the lowest compared entry with this formula, charge and spin in eV: 7.148
HOMO energy in eV: -8.46
Total charge: 0
Maximum force in eV Å⁻¹: 0.53

Each line ends with the Löwdin charge.
CARTESIAN COORDINATES (ANGSTROEM)
C (-0.7573, -1.1489, 0.8699)  0.080
C (-0.3205, 0.8680, 0.4444)  -0.038
C (1.0223, 0.2587, -0.0079)  -0.229
O (0.8943, 0.8950, -1.3104)  -0.039
C (-0.4427, 0.3921, -1.0076)  -0.213
C (0.0992, -0.9141, -0.3743)  -0.260
H (-1.1086, 0.1327, 1.0724)  0.077
H (-0.0620, -1.3318, 1.7151)  0.038
H (-0.4505, 1.8974, 0.7916)  0.136
H (1.9893, 0.2740, 0.5011)  0.153
H (-1.2424, 0.5639, -1.7294)  0.153
H (0.4388, -1.7553, -0.9828)  0.143

Cartesian forces (eV/Å) of the 2 atoms listed first:
C 0.248 0.082 -0.059
C 0.066 0.202 0.055


(7)
Molecular formula: C5H6O
Method: DFT, the ωB97M-V functional and the def2-TZVPD basis

DFT total energy in eV: -7326.269
Frontier orbital gap in eV: 11.05
SMILES: C#C[C@H](O)C=C
ΔE to the lowest compared entry with this formula, charge and spin in eV: 3.016
HOMO energy in eV: -10.07
Total charge: 0
Maximum force in eV Å⁻¹: 5.27

Each line ends with the Löwdin charge.
CARTESIAN COORDINATES (ANGSTROEM)
C (-1.5802, -1.7769, -0.4731)  0.137
C (-1.0218, -0.9059, 0.1399)  -0.081
C (-0.3419, 0.1583, 0.8715)  -0.486
O (-1.0801, 1.3423, 0.9616)  -0.061
C (0.9838, 0.5904, 0.3243)  -0.134
C (1.4663, 0.2332, -0.8702)  0.030
H (-2.0786, -2.5519, -1.0115)  0.032
H (-0.2441, -0.1055, 1.9262)  0.148
H (-0.9971, 1.5728, -0.1020)  0.190
H (1.4801, 1.3539, 0.9203)  0.112
H (1.0303, -0.5838, -1.4374)  0.056
H (2.3833, 0.6731, -1.2497)  0.056

Cartesian forces (eV/Å) of the 2 atoms listed first:
C 0.179 0.282 0.172
C -0.219 -0.571 -0.384


(8)
Molecular formula: C5H6O2
Method: DFT, the ωB97M-V functional and the def2-TZVPD basis

DFT total energy in eV: -9371.827
Frontier orbital gap (alpha / beta) in eV: 9.24 / 9.24
ΔE to the lowest compared entry with this formula, charge and spin in eV: 5.269
HOMO energy (alpha / beta) in eV: -9.35 / -9.34
Total charge: 0
Maximum force in eV Å⁻¹: 1.18

Each line ends with the Löwdin charge.
CARTESIAN COORDINATES (ANGSTROEM)
O (-1.2985, -0.3173, -1.4490)  -0.167
C (-1.4918, -1.4704, -0.7278)  -0.321
C (-0.6131, -0.8955, 0.2899)  0.154
C (0.1387, -0.0543, 0.8660)  -0.106
C (1.4130, 0.5844, 1.2708)  -0.009
C (0.6361, 1.2605, 0.1833)  -0.298
O (0.9198, 1.1252, -1.1328)  0.005
H (0.1379, 0.5926, -1.5090)  0.094
H (-1.1075, -2.4164, -1.1565)  0.121
H (-2.5235, -1.6330, -0.3652)  0.120
H (2.3050, 0.0170, 0.9988)  0.130
H (1.4492, 1.0807, 2.2412)  0.116
H (0.0347, 2.1265, 0.4903)  0.161

Cartesian forces (eV/Å) of the 2 atoms listed first:
O 0.206 -0.152 0.418
C -0.149 -0.448 0.264


(9)
Molecular formula: C5H6O2
Method: DFT, the ωB97M-V functional and the def2-TZVPD basis

DFT total energy in eV: -9373.211
Frontier orbital gap in eV: 10.20
SMILES: C#CC(=O)[C@@H](C)O
ΔE to the lowest compared entry with this formula, charge and spin in eV: 3.884
HOMO energy in eV: -10.23
Total charge: 0
Maximum force in eV Å⁻¹: 0.96

Each line ends with the Löwdin charge.
CARTESIAN COORDINATES (ANGSTROEM)
C (-2.1965, -0.6567, -1.2944)  0.196
C (-1.2156, 0.0674, -1.4308)  0.015
C (-0.8606, 0.3022, 0.0024)  -0.416
O (-1.7155, 0.6749, 0.7817)  0.069
C (0.5072, -0.0830, 0.5549)  -0.395
C (1.6703, 0.1198, -0.3934)  -0.040
O (0.6925, 0.6943, 1.7078)  -0.022
H (-3.0158, -1.2623, -0.9782)  0.082
H (0.4298, -1.1566, 0.8173)  0.159
H (2.6007, -0.0593, 0.1529)  0.086
H (1.6810, 1.1451, -0.7727)  0.092
H (1.6193, -0.5719, -1.2400)  0.083
H (-0.1968, 0.7861, 2.0926)  0.090

Cartesian forces (eV/Å) of the 2 atoms listed first:
C 0.243 -0.370 -0.852
C -0.706 -0.465 0.364


(10)
Molecular formula: C5H6O2
Method: DFT, the ωB97M-V functional and the def2-TZVPD basis

DFT total energy in eV: -9373.093
Frontier orbital gap (alpha / beta) in eV: 7.92 / 7.99
ΔE to the lowest compared entry with this formula, charge and spin in eV: 4.003
HOMO energy (alpha / beta) in eV: -9.14 / -9.07
Total charge: 0
Maximum force in eV Å⁻¹: 3.69

Each line ends with the Löwdin charge.
CARTESIAN COORDINATES (ANGSTROEM)
C (1.0356, 0.3572, 0.8450)  -0.512
C (-0.2975, 0.7394, -1.3761)  -0.245
C (0.1614, 1.3862, 1.3261)  0.208
C (0.2492, -0.1524, -0.3282)  -0.070
C (-0.1618, -1.6466, -0.3008)  0.002
O (1.7624, -0.3773, 1.4582)  0.055
O (-0.7812, 1.8185, -1.2381)  0.050
H (-0.1894, 0.3270, -2.3603)  0.120
H (-0.5517, 1.2946, 2.1906)  0.116
H (-0.2747, 1.9910, 0.5492)  0.037
H (-1.1790, -1.5980, 0.1458)  0.109
H (0.5031, -2.1560, 0.3694)  0.074
H (-0.2764, -1.9837, -1.2808)  0.057

Cartesian forces (eV/Å) of the 2 atoms listed first:
C -1.263 -1.294 0.237
C 0.787 -1.394 0.738


What is the DFT total energy in the sixth record? -7322.136 eV


Number 1 is which compound? C5H6O